A molecular structure, C10H16N2 in a non-equilibrium geometry, computed with ωB97M-V with the def2-TZVPD basis set.

Last column: Mulliken charge in e.
Element x y z (Å)
C1 -0.9575 2.2429 -0.9465  -0.70
C2 0.0512 1.5535 -0.5931  -0.22
C3 2.5036 1.1443 -0.1816  -0.68
C4 1.8610 1.3276 1.1600  -0.96
C5 -0.5456 -1.2556 0.7305  -0.95
C6 -2.2779 -0.1499 -0.9324  -0.69
C7 -1.8849 -0.6144 0.5189  -0.05
C8 0.7145 -0.7447 0.0665  -0.45
C9 -1.9090 1.2416 -0.4189  0.21
C10 1.0344 0.7610 0.0368  0.67
N1 -1.9491 0.8486 0.9910  -0.01
N2 0.9466 -1.3192 -1.3602  -0.10
H1 -1.2163 3.2443 -1.3987  0.41
H2 2.8194 1.9527 -0.7281  0.39
H3 3.2222 0.3374 -0.0997  0.30
H4 2.2679 0.5658 1.7139  0.34
H5 1.7886 2.2515 1.6378  0.43
H6 -0.2128 -1.1946 1.8322  0.39
H7 -0.5985 -2.3213 0.3088  0.28
H8 -1.7125 -0.5006 -1.7202  0.24
H9 -3.4000 -0.4249 -0.9883  0.33
H10 -2.6850 -1.4448 0.9270  0.41
H11 1.6174 -1.2222 0.7696  0.45
H12 -2.8009 1.1245 1.3594  0.37
H13 -1.2072 1.0604 1.7268  0.34
H14 1.8496 -1.0076 -1.7516  0.43
H15 0.0825 -1.1072 -2.0606  0.35
H16 0.9983 -2.3601 -1.2515  0.46

The strongest force on any atom comes out at 4.22 eV/A. For the HOMO-LUMO gap, the calculation gives 8.516 eV. The value obtained for the highest occupied orbital energy is -15.80 eV. Its total charge is +2.



A molecular structure, C28H35N6OS2V in a non-equilibrium geometry, computed with ωB97M-V with the def2-TZVPD basis set.

Last column: Mulliken spin population.
Element x y z (Å)
V1 -1.1692 1.3285 -0.3975  2.17
C1 4.0269 -3.8161 0.2659  0.00
C2 3.1696 -3.1728 -0.8318  0.00
C3 3.7594 -3.5256 -2.2048  0.00
C4 1.7562 -3.7512 -0.7550  0.00
C5 3.1742 -1.6493 -0.6816  0.01
C6 4.4062 -0.9617 -0.7316  0.00
C7 4.4849 0.4112 -0.6648  0.00
C8 3.2910 1.1303 -0.5801  0.00
S1 3.0488 2.8477 -0.5740  0.01
C9 1.3555 2.6175 -0.5328  -0.02
N1 0.9680 1.3585 -0.4972  -0.06
C10 2.0678 0.4826 -0.5275  -0.01
C11 2.0100 -0.9134 -0.5404  0.02
C12 0.3561 3.6883 -0.6904  -0.02
C13 0.6897 5.0362 -0.6309  0.01
C14 -0.2777 5.9834 -0.9330  0.00
C15 -1.5572 5.5773 -1.2942  0.00
C16 -1.8897 4.2260 -1.3176  0.00
C17 -0.9468 3.2472 -1.0038  -0.12
H1 4.0091 -4.9049 0.1688  0.00
H2 3.6600 -3.5572 1.2578  0.00
H3 5.0691 -3.4965 0.1992  0.00
H4 3.7013 -4.6037 -2.3701  0.00
H5 4.8099 -3.2382 -2.2826  0.00
H6 3.2120 -3.0240 -3.0077  0.00
H7 1.7989 -4.8412 -0.8159  0.00
H8 1.1543 -3.4032 -1.6069  0.00
H9 1.2463 -3.4882 0.1795  0.00
H10 5.3265 -1.5264 -0.8332  0.00
H11 5.4443 0.9138 -0.7060  0.00
H12 1.0523 -1.4078 -0.4405  0.01
H13 1.6955 5.3548 -0.3717  0.00
H14 -0.0313 7.0386 -0.9022  0.00
H15 -2.2997 6.3219 -1.5556  0.00
H16 -2.9002 3.9467 -1.5983  0.01
C18 -6.1365 -0.8509 -1.1781  0.00
N2 -5.3118 0.3164 -0.8409  0.01
C19 -5.9627 1.5862 -0.5056  0.00
C20 -3.9783 0.2724 -0.8104  0.02
N3 -3.2004 1.2515 -0.4432  -0.03
N4 -3.4089 -0.9501 -1.1926  0.00
C21 -2.1166 -1.1802 -1.6030  0.00
N5 -1.8558 -2.4345 -1.9701  0.00
N6 -1.2188 -0.2196 -1.6190  -0.03
H17 -7.1706 -0.6095 -0.9643  0.00
H18 -5.8872 -1.7136 -0.5593  0.00
H19 -6.0687 -1.1066 -2.2364  0.00
H20 -7.0085 1.5230 -0.7852  0.00
H21 -5.5140 2.4033 -1.0674  0.00
H22 -5.9020 1.7983 0.5627  0.00
H23 -3.7168 2.0706 -0.1574  0.02
H24 -4.0501 -1.7114 -1.3224  0.00
H25 -2.5690 -3.1403 -2.0343  0.00
H26 -0.9305 -2.6879 -2.2742  0.00
H27 -0.3468 -0.5223 -2.0361  0.00
C22 -0.7313 1.9667 4.0292  0.00
S2 0.1071 1.9046 2.4722  0.01
O1 -1.0852 1.7286 1.4665  -0.02
C23 0.8633 0.3244 2.6469  0.01
C24 0.0955 -0.8265 2.5177  0.00
C25 0.7016 -2.0491 2.7449  0.00
C26 2.0462 -2.1019 3.0991  0.00
C27 2.8031 -0.9415 3.1946  0.00
C28 2.2120 0.2937 2.9605  0.00
H28 -1.3670 1.0862 4.0996  0.00
H29 -1.3102 2.8905 4.0587  0.00
H30 0.0331 1.9712 4.8078  0.00
H31 -0.9572 -0.7682 2.2783  0.00
H32 0.1210 -2.9606 2.6782  0.00
H33 2.5037 -3.0597 3.3083  0.00
H34 3.8536 -0.9925 3.4540  0.00
H35 2.7925 1.2105 3.0294  0.00

The strongest force on any atom comes out at 1.41 eV/A. The expectation value of S² is 2.0183. As for the multiplicity: 3. For the HOMO-LUMO gap (spin up / spin down), the calculation gives 7.912 / 8.002 eV. The value obtained for the highest occupied orbital energy (spin up / spin down) is -13.25 / -13.25 eV. Its total charge is +2.



C5H10N2O in the gas phase in a non-equilibrium geometry, computed with ωB97M-V with the def2-TZVPD basis set.

Last column: Mulliken charge in e.
Element x y z (Å)
C1 -1.7974 0.2537 -1.4619  -0.74
N1 -1.5299 1.2210 -0.4142  -0.41
C2 -0.4586 1.2014 0.3256  -0.47
C3 0.1352 -0.0608 0.7812  0.44
C4 -0.0742 -0.5325 2.1766  -1.27
C5 1.2184 -0.2187 -0.0284  0.63
N2 1.4018 -0.0355 -1.3784  -0.66
O1 2.2769 -0.9093 0.5193  -0.51
H1 -1.2655 0.5049 -2.3856  0.23
H2 -1.6101 -0.7839 -1.1670  0.31
H3 -2.8680 0.2844 -1.6900  0.29
H4 -0.1913 2.1161 0.8792  0.38
H5 0.8581 -0.8484 2.6571  0.33
H6 -0.7578 -1.3868 2.1896  0.26
H7 -0.4882 0.2422 2.8296  0.33
H8 1.2777 -0.8927 -1.9084  0.24
H9 0.8974 0.7589 -1.7690  0.26
H10 2.9753 -0.9140 -0.1552  0.35

As for the SMILES: C/N=C\C(C)=C(/N)O. The strongest force on any atom comes out at 5.04 eV/A. For the HOMO-LUMO gap, the calculation gives 8.592 eV. The value obtained for the highest occupied orbital energy is -7.96 eV. Its total charge is 0.